The molecule C6H9N. Source: OMol25; level of theory: ωB97M-V/def2-TZVPD.

Each line ends with the natural charge from an NBO analysis.
Positions of all 16 atoms, in Å:
1 C -3.1403 -0.0461 0.9620  -0.675
2 C -2.0589 0.5036 0.1521  -0.011
3 C -0.9080 0.8085 -0.0112  -0.012
4 C 0.5298 0.8940 0.1747  -0.479
5 C 1.2110 -0.3537 -0.3204  -0.075
6 C 2.1355 -0.3386 -1.4660  -0.259
7 N 2.6461 -0.3878 -0.0907  -0.590
8 H -4.1329 -0.0788 0.5099  0.227
9 H -3.1615 0.5360 1.8892  0.231
10 H -2.8062 -1.0492 1.2490  0.230
11 H 0.6462 0.9374 1.2663  0.236
12 H 0.9870 1.7958 -0.2411  0.233
13 H 0.6258 -1.2593 -0.1560  0.198
14 H 2.3000 0.6021 -1.9891  0.197
15 H 2.1929 -1.2331 -2.0810  0.196
16 H 2.9334 -1.3308 0.1523  0.352

Results
- Net charge: 0
- 2S+1: 1
- Max |F|: 0.6 eV/A

---

C4H3F as an isolated structure at a distorted geometry. Source: OMol25; level of theory: ωB97M-V/def2-TZVPD.

Each line ends with the natural charge from an NBO analysis.
Positions of all 8 atoms, in Å:
1 C 0.2878 0.7470 0.4333  -0.334
2 C -0.5313 -0.1755 -0.6337  0.152
3 C 0.4591 -0.7965 0.2284  -0.335
4 C -0.4130 -0.2417 1.3058  0.122
5 F -1.9825 0.0469 -0.3765  -0.344
6 H 0.8642 1.6639 0.5170  0.263
7 H -0.0310 0.0995 -1.5850  0.232
8 H 1.3468 -1.3435 0.1107  0.245

Results
- Net charge: 0
- 2S+1: 1
- Max |F|: 4.8 eV/A

---

Result set for frontier orbital gap: 10.35 9.42 eV, one per record in the order listed.
Result set for ΔE to the lowest compared entry with this formula, charge and spin: 323.7 437.5 kJ/mol, one per record in the order listed.